Record 1
This record from the Open Molecules 2025 dataset describes a structure of composition C46H39N3OOsPS5Sb2 at a distorted geometry. The level of theory is ωB97M-V/def2-TZVPD.

Values from the calculation:
LUMO energy (spin up / spin down): -5.76 / -5.74 eV
Total charge: +1
Kohn-Sham gap (spin up / spin down): 4.7 / 4.7 eV
Spin multiplicity: 1

Element x y z (Å)
Os1 -1.18 -0.01 -0.77
C1 0.14 0.89 2.90
C2 0.47 -0.60 2.78
C3 1.31 -0.97 1.57
Sb1 2.87 0.51 1.11
C4 3.58 -0.36 -0.74
C5 4.19 0.46 -1.67
C6 4.59 -0.06 -2.89
C7 4.39 -1.40 -3.17
C8 3.79 -2.22 -2.24
C9 3.39 -1.71 -1.02
C10 4.39 -0.32 2.41
C11 4.36 -0.02 3.77
C12 5.34 -0.51 4.60
C13 6.37 -1.29 4.08
C14 6.40 -1.58 2.73
C15 5.42 -1.08 1.89
Sb2 -0.62 1.73 1.05
C16 -2.19 3.12 1.50
C17 -3.19 2.87 2.42
C18 -4.21 3.79 2.61
C19 -4.23 4.96 1.87
C20 -3.23 5.21 0.94
C21 -2.22 4.29 0.75
C22 0.88 3.23 0.72
C23 1.49 3.43 -0.52
C24 2.47 4.40 -0.66
C25 2.86 5.15 0.44
C26 2.25 4.96 1.67
C27 1.26 4.00 1.80
H1 1.03 1.46 3.14
H2 -0.59 1.06 3.70
H3 -0.46 -1.17 2.76
H4 1.00 -0.90 3.69
H5 0.69 -1.05 0.66
H6 1.80 -1.93 1.73
H7 4.32 1.52 -1.46
H8 5.06 0.59 -3.62
H9 4.69 -1.79 -4.13
H10 3.64 -3.27 -2.46
H11 2.91 -2.35 -0.29
H12 3.56 0.60 4.17
H13 5.32 -0.28 5.65
H14 7.15 -1.66 4.73
H15 7.19 -2.18 2.32
H16 5.45 -1.30 0.83
H17 -3.19 1.96 3.00
H18 -5.00 3.58 3.32
H19 -5.02 5.69 2.02
H20 -3.24 6.12 0.35
H21 -1.44 4.48 0.02
H22 1.19 2.84 -1.37
H23 2.93 4.57 -1.62
H24 3.63 5.90 0.34
H25 2.53 5.55 2.52
H26 0.76 3.86 2.76
S1 1.14 3.15 -6.95
C28 0.61 2.52 -5.54
S2 -0.88 3.01 -4.78
C29 -0.76 1.97 -3.38
C30 0.37 1.18 -3.32
S3 0.81 0.15 -2.01
S4 1.49 1.30 -4.65
S5 -1.98 2.03 -2.18
C31 -1.76 -1.95 -3.83
P1 -1.94 -1.83 -2.01
C32 -3.74 -1.98 -1.84
C33 -4.43 -3.16 -1.63
C34 -5.81 -3.13 -1.53
C35 -6.50 -1.94 -1.68
C36 -5.82 -0.76 -1.92
C37 -4.44 -0.78 -1.98
C38 -1.09 -3.29 -1.36
C39 -1.54 -3.90 -0.19
C40 -0.84 -4.96 0.34
C41 0.32 -5.41 -0.26
C42 0.80 -4.78 -1.40
C43 0.10 -3.71 -1.95
H27 -2.08 -2.94 -4.14
H28 -0.72 -1.77 -4.14
H29 -2.40 -1.20 -4.30
H30 -3.89 -4.09 -1.53
H31 -6.35 -4.04 -1.33
H32 -7.58 -1.93 -1.61
H33 -6.35 0.17 -2.05
H34 -3.89 0.15 -2.14
H35 -2.44 -3.55 0.30
H36 -1.21 -5.45 1.23
H37 0.86 -6.25 0.15
H38 1.71 -5.11 -1.87
H39 0.48 -3.21 -2.83
O1 -2.42 -0.86 0.53
N1 -2.88 -0.24 1.60
C44 -3.82 -0.84 2.27
C45 -4.40 -0.24 3.41
N2 -4.90 0.23 4.33
C46 -4.30 -2.13 1.91
N3 -4.58 -3.19 1.56

***

Record 2
This record from the Open Molecules 2025 dataset describes a structure of composition C46H40AsCl5N2O3S2Tc at a distorted geometry. The level of theory is ωB97M-V/def2-TZVPD.

Values from the calculation:
LUMO energy (spin up / spin down): -0.43 / -0.31 eV
Total charge: 0
Kohn-Sham gap (spin up / spin down): 5.8 / 6.4 eV
Spin multiplicity: 2

Element x y z (Å)
Tc1 -0.13 -0.01 0.66
Cl1 -2.82 3.64 -5.58
C1 -2.19 3.02 -4.11
C2 -1.32 1.93 -4.13
Cl2 -0.86 1.22 -5.63
C3 -0.81 1.42 -2.95
Cl3 0.18 0.02 -3.00
C4 -1.07 2.01 -1.69
O1 -0.50 1.67 -0.59
C5 -1.98 3.11 -1.71
Cl4 -2.37 3.82 -0.20
C6 -2.53 3.59 -2.89
Cl5 -3.62 4.91 -2.86
C7 2.05 -1.01 2.90
C8 1.03 -2.06 2.58
C9 1.16 -3.30 3.22
C10 0.24 -4.29 3.02
C11 -0.82 -4.06 2.11
C12 -1.81 -5.02 1.87
C13 -2.81 -4.77 0.95
C14 -2.81 -3.59 0.22
C15 -1.84 -2.62 0.45
S1 -1.74 -1.23 -0.58
C16 -0.86 -2.80 1.45
N1 0.04 -1.79 1.71
H1 2.17 -0.92 3.97
H2 1.76 -0.05 2.49
H3 3.02 -1.30 2.48
H4 1.99 -3.45 3.89
H5 0.30 -5.25 3.52
H6 -1.77 -5.95 2.40
H7 -3.58 -5.51 0.78
H8 -3.55 -3.41 -0.54
O2 1.99 1.62 0.43
S2 1.80 2.64 -0.63
C17 3.53 2.94 -1.26
C18 4.20 4.00 -0.38
C19 3.31 4.23 0.83
C20 1.89 4.22 0.29
H9 3.42 3.28 -2.29
H10 4.06 1.99 -1.25
H11 4.28 4.93 -0.94
H12 5.21 3.70 -0.10
H13 3.55 5.16 1.34
H14 3.42 3.42 1.55
H15 1.73 5.02 -0.44
H16 1.11 4.23 1.04
C21 1.01 2.73 3.54
C22 -0.22 2.11 4.14
C23 -0.57 2.37 5.44
C24 -1.71 1.83 6.00
C25 -2.53 1.02 5.23
C26 -2.22 0.72 3.92
C27 -3.08 -0.19 3.10
C28 -1.02 1.24 3.34
N2 -0.64 0.90 2.13
H17 0.89 3.81 3.48
H18 1.16 2.34 2.54
H19 1.89 2.52 4.15
H20 0.07 3.01 6.04
H21 -1.97 2.03 7.03
H22 -3.44 0.62 5.66
H23 -4.07 -0.28 3.53
H24 -2.63 -1.19 3.06
H25 -3.15 0.17 2.08
O3 1.56 -1.03 -0.57
As1 3.04 -1.54 -0.97
C29 3.10 -3.43 -0.53
C30 2.34 -4.34 -1.26
C31 2.28 -5.66 -0.87
C32 2.94 -6.07 0.28
C33 3.65 -5.16 1.04
C34 3.73 -3.84 0.64
C35 4.63 -0.78 -0.11
C36 4.60 0.30 0.76
C37 5.79 0.80 1.27
C38 6.99 0.20 0.95
C39 7.02 -0.90 0.10
C40 5.84 -1.38 -0.44
C41 3.38 -1.29 -2.88
C42 3.17 -0.05 -3.45
C43 3.33 0.12 -4.81
C44 3.71 -0.95 -5.61
C45 3.95 -2.19 -5.03
C46 3.80 -2.36 -3.66
H26 1.80 -4.00 -2.14
H27 1.70 -6.37 -1.44
H28 2.89 -7.11 0.59
H29 4.15 -5.47 1.95
H30 4.30 -3.12 1.22
H31 3.66 0.76 1.00
H32 5.78 1.66 1.92
H33 7.92 0.58 1.35
H34 7.96 -1.38 -0.13
H35 5.84 -2.23 -1.12
H36 2.86 0.78 -2.82
H37 3.16 1.09 -5.26
H38 3.79 -0.83 -6.68
H39 4.25 -3.03 -5.65
H40 4.00 -3.32 -3.20

***

Record 3
This record from the Open Molecules 2025 dataset describes a structure of composition C46H40BrClKN4O6Sb. The level of theory is ωB97M-V/def2-TZVPD.

Values from the calculation:
LUMO energy: 4.04 eV
Total charge: -2
Kohn-Sham gap: 6.1 eV
Spin multiplicity: 1

Element x y z (Å)
K1 0.41 -0.33 0.21
O1 6.57 -0.23 -1.96
C1 6.01 -1.38 -1.51
C2 6.84 -2.48 -1.29
C3 6.31 -3.67 -0.83
C4 4.95 -3.78 -0.58
C5 4.12 -2.69 -0.80
C6 4.63 -1.49 -1.27
C7 3.65 -0.33 -1.55
O2 2.45 -0.52 -1.07
N1 4.35 0.90 -0.89
N2 3.59 2.03 -1.08
C8 3.08 2.54 -0.04
C9 2.25 3.74 -0.06
Br1 1.65 4.32 -1.76
C10 1.82 4.40 1.01
C11 2.22 4.16 2.41
C12 3.55 3.91 2.77
C13 3.89 3.67 4.09
C14 2.91 3.69 5.08
C15 1.60 3.96 4.73
C16 1.25 4.20 3.41
H1 5.93 0.49 -1.74
H2 7.90 -2.37 -1.48
H3 6.96 -4.52 -0.67
H4 4.52 -4.71 -0.22
H5 3.05 -2.74 -0.62
H6 3.70 -0.09 -2.63
H7 4.36 0.66 0.10
H8 3.24 2.09 0.95
H9 1.08 5.18 0.86
H10 4.31 3.90 2.00
H11 4.92 3.46 4.35
H12 3.18 3.49 6.11
H13 0.83 3.97 5.50
H14 0.22 4.37 3.14
O3 -0.55 1.67 1.98
Cl1 -1.71 1.72 1.12
O4 -2.46 2.92 1.38
O5 -2.52 0.55 1.34
O6 -1.24 1.72 -0.26
C17 1.21 -1.49 3.76
N3 0.71 -1.92 2.48
C18 0.66 -3.19 2.28
C19 0.31 -3.85 1.06
C20 0.42 -5.23 0.83
C21 0.04 -5.43 -0.50
C22 -0.29 -4.16 -0.99
N4 -0.13 -3.20 -0.07
C23 2.72 -1.32 3.75
C24 3.44 -1.34 4.94
C25 4.82 -1.24 4.95
C26 5.52 -1.12 3.76
C27 4.81 -1.10 2.56
C28 3.43 -1.19 2.55
H15 0.96 -2.19 4.57
H16 0.74 -0.53 4.01
H17 0.93 -3.88 3.10
H18 0.75 -5.97 1.55
H19 0.00 -6.37 -1.04
H20 -0.64 -3.91 -1.98
H21 2.90 -1.46 5.88
H22 5.36 -1.26 5.89
H23 6.60 -1.06 3.75
H24 5.35 -1.05 1.62
H25 2.90 -1.20 1.60
C29 -3.89 -3.32 -6.07
C30 -4.77 -2.41 -5.50
C31 -4.37 -1.66 -4.40
C32 -3.10 -1.80 -3.85
C33 -2.23 -2.72 -4.44
C34 -2.62 -3.47 -5.54
Sb1 -2.33 -0.69 -2.15
C35 -4.02 0.62 -1.97
C36 -3.90 2.00 -2.09
C37 -4.99 2.83 -1.86
C38 -6.22 2.29 -1.50
C39 -6.35 0.91 -1.35
C40 -5.25 0.09 -1.58
C41 -1.14 0.54 -3.45
C42 0.23 0.65 -3.24
C43 1.01 1.39 -4.11
C44 0.44 2.03 -5.20
C45 -0.93 1.92 -5.43
C46 -1.71 1.17 -4.56
H26 -4.20 -3.91 -6.93
H27 -5.76 -2.29 -5.91
H28 -5.07 -0.94 -3.97
H29 -1.23 -2.85 -4.04
H30 -1.92 -4.18 -5.98
H31 -2.95 2.44 -2.34
H32 -4.88 3.90 -1.94
H33 -7.07 2.93 -1.31
H34 -7.29 0.48 -1.05
H35 -5.36 -0.98 -1.43
H36 0.75 0.17 -2.41
H37 2.07 1.49 -3.91
H38 1.06 2.61 -5.88
H39 -1.38 2.41 -6.28
H40 -2.78 1.08 -4.74

***

How do the records compare in energy relative to the best compared isomer or geometry (same formula, charge and spin)? In the order shown, they have 17.64 29.75 17.62 kcal per mole.
How do the records compare in E_tot? In the order shown, they have -4918.91596 -7526.03600 -6321.56678 Eh.